This record from the OMol25 dataset describes C6H10 as an isolated structure in a non-equilibrium geometry. The level of theory is wB97M-V/def2-TZVPD.

CARTESIAN COORDINATES (ANGSTROEM)
C1 1.61 1.41 -1.13
C2 -0.47 -1.55 -1.03
C3 -0.24 0.82 0.96
H1 -2.13 -2.11 0.23
H2 -0.80 -0.94 2.01
H3 -0.30 -2.10 -1.94
C4 -1.13 -0.29 1.21
H4 2.65 1.65 -1.30
H5 -0.67 1.66 0.44
H6 0.89 1.95 -1.73
H7 0.41 1.09 1.79
H8 -2.17 0.01 1.32
C5 -1.32 -1.46 -0.09
H9 1.98 -0.04 0.33
C6 1.23 0.47 -0.26
H10 0.47 -0.59 -0.80

charge	0
calculated total energy	-6378.728	eV
relative energy (zero: lowest compared OMol25 entry of this formula, charge and spin)	495.1	kJ/mol
highest occupied orbital energy	-8.1044	eV
HOMO-LUMO gap	8.9	eV

Let us look at the Löwdin charges, expressed in e, one per atom: -0.0514 -0.0236 -0.1072 0.0724 0.0926 0.0507 -0.1977 0.0488 0.0860 0.0551 0.0893 0.0892 -0.1374 0.0845 -0.2090 0.0577

---

This record from the OMol25 dataset describes one molecule with the formula C6H10 in a non-equilibrium geometry. The level of theory is wB97M-V/def2-TZVPD.

CARTESIAN COORDINATES (ANGSTROEM)
H1 -0.57 1.23 -1.70
H2 -0.25 -1.63 1.58
C1 -0.66 0.20 -1.35
H3 -1.34 -1.99 0.24
C2 2.26 0.27 0.03
H4 -1.75 0.29 0.51
H5 -1.58 -0.22 -1.77
C3 0.10 1.23 1.08
H6 0.17 -0.37 -1.80
H7 -0.14 1.11 2.15
C4 -0.45 -1.41 0.53
C5 -0.73 0.10 0.20
H8 3.20 -0.15 -0.21
H9 0.04 2.34 0.95
C6 1.42 0.82 0.69
H10 0.38 -1.86 -0.05

charge	0
SMILES	C#CCC(C)C
calculated total energy	-6381.425	eV
relative energy (zero: lowest compared OMol25 entry of this formula, charge and spin)	234.9	kJ/mol
highest occupied orbital energy	-9.5635	eV
HOMO-LUMO gap	10.7	eV

Let us look at the Löwdin charges, expressed in e, one per atom: 0.0737 0.0726 -0.0973 0.0759 0.1046 0.1065 0.0764 -0.1484 0.0686 0.1081 -0.0912 -0.3677 0.0207 0.1222 -0.1930 0.0683

---

This record from the OMol25 dataset describes one molecule with the formula C6H10 in a non-equilibrium geometry. The level of theory is wB97M-V/def2-TZVPD.

CARTESIAN COORDINATES (ANGSTROEM)
H1 1.05 1.48 -1.60
H2 1.37 1.58 0.94
H3 -2.21 -0.71 1.48
C1 -0.52 0.34 0.71
C2 -0.79 0.50 -0.69
H4 -1.64 0.06 -1.23
H5 0.91 -0.78 -2.74
H6 1.26 -1.56 -1.09
H7 1.56 -0.19 0.88
C3 -1.12 -0.66 1.62
H8 -1.02 1.51 -0.11
H9 -0.72 -1.65 1.33
H10 -0.91 -0.48 2.67
C4 1.03 -0.67 -1.67
C5 0.97 0.65 0.51
C6 0.80 0.59 -1.03

charge	0
calculated total energy	-6378.326	eV
relative energy (zero: lowest compared OMol25 entry of this formula, charge and spin)	533.9	kJ/mol
highest occupied orbital energy (alpha / beta)	-7.4505 / -6.1847	eV
HOMO-LUMO gap (alpha / beta)	8.5 / 6.7	eV

Let us look at the Löwdin charges, expressed in e, one per atom: 0.1257 0.1057 0.0768 -0.3642 -0.1087 0.1125 0.0498 0.0576 0.1089 -0.0707 0.1754 0.0849 0.0738 0.0189 -0.1081 -0.3383

---

This record from the OMol25 dataset describes C6H10 as an isolated structure in a non-equilibrium geometry. The level of theory is wB97M-V/def2-TZVPD.

CARTESIAN COORDINATES (ANGSTROEM)
H1 -2.66 0.87 0.33
H2 2.53 0.12 -0.35
H3 0.24 1.65 0.17
C1 1.99 -0.22 0.55
C2 -1.34 -0.79 -0.32
H4 2.69 -0.84 1.12
H5 0.60 -1.97 0.48
H6 -1.50 0.32 1.56
C3 -0.08 -0.34 -0.92
H7 -2.10 -1.37 -0.86
C4 -1.66 0.44 0.49
H8 -0.97 1.66 -1.16
C5 -0.53 1.08 -0.35
C6 0.77 -0.97 0.10
H9 0.22 -0.35 -1.97
H10 1.81 0.69 1.14

charge	0
calculated total energy	-6379.452	eV
relative energy (zero: lowest compared OMol25 entry of this formula, charge and spin)	425.3	kJ/mol
highest occupied orbital energy (alpha / beta)	-7.4599 / -7.5059	eV
HOMO-LUMO gap (alpha / beta)	8.1 / 8.3	eV

Let us look at the Löwdin charges, expressed in e, one per atom: 0.1018 0.0862 0.0855 -0.1058 -0.0687 0.0676 0.0912 0.1019 -0.3394 0.1021 -0.1752 0.1070 -0.1363 -0.1185 0.1357 0.0649

---

This record from the OMol25 dataset describes C6H10BN4O7P2Pd as an isolated structure in a non-equilibrium geometry. The level of theory is wB97M-V/def2-TZVPD.

CARTESIAN COORDINATES (ANGSTROEM)
N1 1.57 -0.47 0.52
H1 1.80 -2.55 0.50
N2 0.57 2.40 0.52
C1 -1.26 3.65 0.54
H2 -4.80 -1.48 -1.75
H3 2.55 2.55 1.55
C2 2.30 -1.59 0.53
P1 -3.03 -0.92 -0.78
O1 -1.76 -1.75 -1.42
Pd1 -0.63 -0.63 0.33
C3 0.12 3.66 0.53
O2 -0.85 -2.84 0.71
H4 2.58 2.58 -0.44
O3 -1.88 -4.28 -1.11
N3 -0.47 1.57 0.52
O4 -3.17 0.32 -1.57
P2 -0.91 -3.02 -0.79
H5 -2.55 1.80 0.50
O5 -2.84 -0.85 0.71
H6 4.49 -1.92 0.54
B1 2.08 2.09 0.54
C4 3.66 0.12 0.54
H7 -1.44 -4.79 -1.79
O6 -4.28 -1.91 -1.07
H8 -1.93 4.49 0.54
H9 0.82 4.48 0.54
C5 -1.59 2.29 0.52
C6 3.65 -1.26 0.54
N4 2.40 0.57 0.52
O7 0.33 -3.13 -1.58
H10 4.48 0.82 0.54

<S²>	2.005
spin multiplicity	3
charge	-1
calculated total energy	-49419.790	eV
relative energy (zero: lowest compared OMol25 entry of this formula, charge and spin)	15.6	kJ/mol
highest occupied orbital energy (alpha / beta)	-5.8850 / -5.8859	eV
HOMO-LUMO gap (alpha / beta)	8.9 / 6.6	eV

Let us look at the Löwdin charges, expressed in e, one per atom: -0.0499 0.0865 -0.0824 -0.0640 0.0650 0.0626 -0.1474 0.1223 -0.3215 1.1297 -0.1063 -0.3432 0.0633 -0.1263 -0.0496 -0.3043 0.1195 0.0864 -0.3449 0.0834 -0.4289 -0.1060 0.0650 -0.1263 0.0834 0.1160 -0.1468 -0.0639 -0.0822 -0.3054 0.1160

---

This record from the OMol25 dataset describes C6H10Br3NO as an isolated structure in a non-equilibrium geometry. The level of theory is wB97M-V/def2-TZVPD.

CARTESIAN COORDINATES (ANGSTROEM)
H1 -1.33 -0.31 -0.21
Br1 0.49 -2.35 -0.38
C1 0.78 0.51 0.14
H2 2.17 -1.05 1.02
C2 1.17 0.57 -1.35
H3 0.87 2.13 1.59
C3 -3.36 -1.85 -0.75
C4 1.07 -0.90 0.74
N1 -2.43 -1.98 -0.02
Br2 -1.58 0.63 1.89
Br3 -1.35 2.16 -0.82
C5 1.50 1.61 0.89
H4 -1.73 -2.65 0.33
H5 0.53 -0.91 1.78
H6 0.70 1.43 -1.66
H7 2.26 1.13 1.42
H8 2.03 2.37 0.20
O1 -4.24 -1.45 -1.41
C6 -0.76 0.58 0.16
H9 0.91 -0.32 -2.07
H10 2.32 0.65 -1.48

charge	0
calculated total energy	-220048.167	eV
relative energy (zero: lowest compared OMol25 entry of this formula, charge and spin)	17.8	kJ/mol
highest occupied orbital energy	-9.9113	eV
HOMO-LUMO gap	10.4	eV

Let us look at the Löwdin charges, expressed in e, one per atom: -0.0240 0.7955 -0.7448 0.0915 -0.1486 0.0576 -0.3948 -0.5684 0.1014 0.7110 0.7180 -0.0650 0.0100 0.0673 -0.0523 0.0538 0.1297 0.1477 -1.0943 0.0880 0.1208

---

This record from the OMol25 dataset describes C6H10BrF as an isolated structure in a non-equilibrium geometry. The level of theory is wB97M-V/def2-TZVPD.

CARTESIAN COORDINATES (ANGSTROEM)
H1 -0.46 1.41 -1.23
C1 -0.87 -1.21 -0.37
H2 2.19 -1.03 -0.56
H3 2.38 0.62 0.20
C2 0.81 -0.53 1.37
F1 3.05 1.70 -1.57
C3 -0.31 1.39 -0.22
C4 3.37 1.52 -0.26
C5 0.05 -0.09 0.05
Br1 5.00 0.54 -0.05
H4 -1.33 1.60 0.10
C6 1.55 -0.28 0.08
H5 0.55 2.15 0.17
H6 -1.78 -0.97 0.02
H7 0.80 0.10 2.32
H8 -0.40 -2.22 -0.08
H9 0.65 -1.53 1.68
H10 -0.92 -1.17 -1.40

charge	0
calculated total energy	-79138.217	eV
relative energy (zero: lowest compared OMol25 entry of this formula, charge and spin)	455.3	kJ/mol
highest occupied orbital energy	-8.9441	eV
HOMO-LUMO gap	8.3	eV

Let us look at the Löwdin charges, expressed in e, one per atom: 0.0341 -0.0347 0.1425 -0.0312 -0.0829 -0.1001 -0.0273 -0.5401 -0.4734 0.6222 0.0741 -0.1512 0.1418 0.0539 0.1231 0.1253 0.0718 0.0519

---

This record from the OMol25 dataset describes one molecule with the formula C6H10BrN3 in a non-equilibrium geometry. The level of theory is wB97M-V/def2-TZVPD.

CARTESIAN COORDINATES (ANGSTROEM)
C1 0.03 0.36 -0.37
H1 2.44 -3.21 -0.18
H2 3.42 -1.86 0.00
C2 1.66 -0.19 0.08
N1 2.58 -2.37 0.29
C3 1.47 -1.54 0.23
H3 -2.18 -2.20 -0.69
H4 -0.83 3.35 0.53
H5 -0.50 2.19 1.73
C4 -0.93 2.36 0.78
H6 -2.47 -0.42 -0.87
Br1 3.20 0.83 -0.04
H7 -1.15 1.63 -1.42
H8 -1.97 2.04 0.97
N2 0.18 -1.90 0.13
N3 -0.57 -0.82 -0.26
H9 -2.47 -1.04 0.63
C5 -1.97 -1.22 -0.25
H10 0.44 2.25 -0.78
C6 -0.37 1.73 -0.54

charge	0
SMILES	CCc1c(Br)c(N)nn1C
calculated total energy	-80893.571	eV
relative energy (zero: lowest compared OMol25 entry of this formula, charge and spin)	328.0	kJ/mol
highest occupied orbital energy	-7.6034	eV
HOMO-LUMO gap	8.4	eV

Let us look at the Löwdin charges, expressed in e, one per atom: -0.1348 0.0670 0.0504 -0.5857 0.1003 -0.5052 0.0950 0.0383 0.0638 -0.0515 0.0966 0.7223 0.1662 0.0814 0.0766 -0.1761 0.0539 -0.0080 0.0401 -0.1906

---

This record from the OMol25 dataset describes one molecule with the formula C6H10Cl2Si in a non-equilibrium geometry. The level of theory is wB97M-V/def2-TZVPD.

CARTESIAN COORDINATES (ANGSTROEM)
H1 0.15 -2.33 -0.33
H2 -0.50 -0.45 -2.39
H3 -0.69 0.45 2.39
H4 2.13 0.94 0.42
C1 0.62 1.03 -1.12
H5 1.45 -1.58 -1.14
H6 0.08 2.00 -1.34
C2 0.76 -0.44 0.88
Cl1 -2.59 1.74 0.03
C3 -0.61 -0.31 1.47
Si1 -1.79 -0.03 -0.05
C4 1.11 0.99 0.30
H7 1.50 -0.83 1.60
H8 -0.91 -1.17 2.11
Cl2 -3.24 -1.42 -0.11
C5 0.57 -1.28 -0.49
H9 0.74 1.89 0.89
C6 -0.26 -0.22 -1.29
H10 1.47 1.04 -1.85

charge	0
SMILES	Cl[Si]1(Cl)C[C@@H]2CC[C@H]1C2
calculated total energy	-39308.984	eV
relative energy (zero: lowest compared OMol25 entry of this formula, charge and spin)	66.5	kJ/mol
highest occupied orbital energy	-9.5704	eV
HOMO-LUMO gap	10.3	eV

Let us look at the Löwdin charges, expressed in e, one per atom: 0.1155 0.1246 0.1235 0.0732 -0.2540 0.1194 0.1056 -0.3358 0.4212 -0.3005 -0.2798 -0.1899 0.1352 0.0674 0.3458 -0.1653 0.1309 -0.3591 0.1221

---

This record from the OMol25 dataset describes one molecule with the formula C6H10Cl3O2P in a non-equilibrium geometry. The level of theory is wB97M-V/def2-TZVPD.

CARTESIAN COORDINATES (ANGSTROEM)
H1 0.09 -0.57 -1.68
Cl1 0.42 0.99 2.88
C1 -0.27 -1.44 0.24
O1 -1.45 -2.52 2.61
C2 -0.75 -0.73 -1.01
H2 -1.18 0.24 -0.78
Cl2 -2.25 0.34 2.10
H3 -1.49 -1.32 -1.54
H4 1.14 2.78 0.76
O2 -1.93 2.67 0.21
C3 -0.98 2.46 0.96
H5 0.61 -3.28 0.92
H6 1.23 -2.70 -0.63
H7 -0.36 -3.46 -0.54
H8 0.44 -0.82 0.79
C4 0.24 3.36 0.94
C5 -0.98 1.46 1.95
H9 0.34 3.89 1.88
C6 0.34 -2.81 -0.02
P1 -1.69 -1.71 1.41
Cl3 -3.28 -2.33 0.41
H10 0.10 4.08 0.13

charge	0
calculated total energy	-57334.418	eV
relative energy (zero: lowest compared OMol25 entry of this formula, charge and spin)	37.1	kJ/mol
highest occupied orbital energy (alpha / beta)	-7.9924 / -7.9929	eV
HOMO-LUMO gap (alpha / beta)	7.4 / 7.4	eV

Let us look at the Löwdin charges, expressed in e, one per atom: 0.0908 0.6089 -0.5214 -0.3615 -0.1105 0.0621 0.8406 0.0609 0.0645 -0.0187 -0.6459 0.0793 0.0898 0.0808 0.0858 -0.0464 -1.0382 0.0810 -0.1057 0.1891 0.4322 0.0826

---

This record from the OMol25 dataset describes a 2-piece molecular cluster, C6H10ClN3 overall in a non-equilibrium geometry. The level of theory is wB97M-V/def2-TZVPD.

CARTESIAN COORDINATES (ANGSTROEM)
C1 0.92 -0.06 1.05
H1 0.58 -0.56 4.22
H2 2.10 -3.22 0.65
C2 -0.34 1.30 -1.26
C3 -1.40 2.12 -0.64
H3 -2.09 2.51 -1.40
Cl1 1.05 2.10 -1.86
C4 1.51 -2.43 0.18
H4 -1.45 -0.37 -1.49
N1 1.05 -1.72 2.53
H5 -1.99 1.51 0.05
H6 0.43 1.38 2.53
N2 0.63 0.42 2.30
C5 1.16 -1.40 1.20
H7 -0.97 2.96 -0.10
H8 0.13 -0.48 -2.12
C6 0.73 -0.62 3.16
H9 0.61 -2.89 -0.23
N3 -0.65 0.12 -1.89
H10 2.08 -1.99 -0.63

charge	0
calculated total energy	-23373.436	eV
relative energy (zero: lowest compared OMol25 entry of this formula, charge and spin)	286.4	kJ/mol
highest occupied orbital energy (alpha / beta)	-7.9109 / -6.8926	eV
HOMO-LUMO gap (alpha / beta)	8.1 / 6.0	eV

Let us look at the Löwdin charges, expressed in e, one per atom: -0.0124 0.1037 0.0695 -0.8205 -0.1226 0.0887 0.6845 -0.0722 0.1071 0.0740 0.0812 0.1290 0.0069 -0.4236 0.0718 0.0882 -0.2396 0.0638 0.0587 0.0639

---

This record from the OMol25 dataset describes one molecule with the formula C6H10ClNO2 in a non-equilibrium geometry. The level of theory is wB97M-V/def2-TZVPD.

CARTESIAN COORDINATES (ANGSTROEM)
N1 -0.07 0.66 -0.53
H1 -0.81 0.31 1.59
H2 -1.09 -2.48 -1.19
H3 0.19 -2.09 0.83
C1 -0.44 -1.47 -1.24
C2 -1.12 -0.17 -0.89
H4 1.95 0.22 -0.38
H5 -1.80 0.24 -1.60
O1 0.02 0.38 2.22
H6 -0.92 2.11 0.57
O2 2.21 0.39 2.19
C3 -0.21 2.04 -0.16
C4 0.58 -1.56 -0.15
H7 0.01 -1.25 -2.19
C5 1.17 0.24 1.62
H8 0.73 2.36 0.02
H9 -0.54 2.62 -1.01
C6 1.01 -0.12 0.07
Cl1 -2.36 -0.43 0.65
H10 1.48 -2.01 -0.42

charge	0
SMILES	CN1[C@H](Cl)CC[C@@H]1C(=O)O
calculated total energy	-24491.197	eV
relative energy (zero: lowest compared OMol25 entry of this formula, charge and spin)	56.7	kJ/mol
highest occupied orbital energy	-9.3256	eV
HOMO-LUMO gap	9.9	eV

Let us look at the Löwdin charges, expressed in e, one per atom: -0.1897 0.0018 0.1694 0.1706 -0.1769 -0.4820 0.1569 0.1031 0.0615 0.0600 0.1183 -0.0187 -0.1578 0.1165 -0.5323 0.0741 0.1053 -0.1919 0.5178 0.0941

---

- Which formula does entry 3 have?
  C6H10

---

- Number 8 is which compound?
  C6H10BrN3

---

- Which of these has the highest relative energy (zero: lowest compared OMol25 entry of this formula, charge and spin)?
  number 3

---

- What is the formula in the fourth record?
  C6H10